Entry 1:
This record from the Open Molecules 2025 dataset describes a molecular structure, C10H20Br2IrN4S4. The level of theory is the ωB97M-V functional and the def2-TZVPD basis.

Each line ends with the Löwdin charge.
Cartesian coordinates (Å):
1 Ir -0.615 0.079 0.284  0.38
2 Br -2.448 1.959 0.440  0.72
3 C -2.371 3.531 -0.755  -0.87
4 Br -0.598 4.144 -1.095  0.80
5 H -2.915 4.286 -0.197  0.03
6 H -2.863 3.233 -1.672  0.03
7 C 2.151 1.695 -3.898  0.03
8 C 1.000 0.779 -3.739  -0.27
9 N 0.421 0.090 -4.665  0.19
10 N -0.587 -0.595 -4.051  0.10
11 C -0.656 -0.357 -2.754  -0.66
12 S -1.745 -0.932 -1.564  0.70
13 N 0.354 0.509 -2.526  -0.06
14 N 0.576 1.074 -1.252  -0.03
15 H 2.458 1.678 -4.941  0.12
16 H 3.000 1.380 -3.289  0.10
17 H 1.879 2.720 -3.637  0.10
18 H -1.181 -1.202 -4.604  0.20
19 H 0.276 2.061 -1.285  -0.03
20 H 1.583 1.070 -1.088  0.13
21 C 1.916 -1.422 1.784  -0.40
22 C 2.079 0.055 2.083  -0.43
23 S 0.546 1.036 2.103  0.84
24 C -0.414 0.457 3.540  -0.42
25 C -1.051 -0.912 3.392  -0.40
26 S -1.954 -1.032 1.806  0.83
27 C -1.692 -2.753 1.290  -0.44
28 C -0.239 -3.121 1.025  -0.39
29 S 0.795 -1.746 0.355  0.88
30 H 1.533 -1.963 2.644  0.08
31 H 2.878 -1.862 1.518  0.11
32 H 2.699 0.554 1.336  0.09
33 H 2.582 0.200 3.041  0.12
34 H -1.169 1.235 3.674  0.10
35 H 0.239 0.495 4.414  0.12
36 H -1.795 -1.062 4.175  0.12
37 H -0.332 -1.723 3.454  0.08
38 H -2.299 -2.843 0.390  0.07
39 H -2.132 -3.410 2.043  0.12
40 H -0.180 -3.928 0.296  0.11
41 H 0.272 -3.457 1.926  0.10

- Energy above the lowest of the compared OMol25 structures with the same formula, charge and spin: 0.00 kcal per mole
- E_HOMO: -18.4 eV
- 2S+1: 1
- Total charge: +3
- Gap between HOMO and LUMO: 7.9619 eV
- Electronic energy: -202894.6736 eV

***

Entry 2:
This record from the Open Molecules 2025 dataset describes a molecular structure, C10H20BrF3NO4S. The level of theory is the ωB97M-V functional and the def2-TZVPD basis.

Each line ends with the Löwdin charge.
Cartesian coordinates (Å):
1 O 0.560 0.889 0.956  -0.07
2 C 1.109 0.680 -0.333  -0.23
3 C 0.665 1.736 -1.380  -0.17
4 C 0.482 3.131 -0.810  -0.24
5 N -0.895 3.743 -0.986  -0.87
6 S -0.767 5.537 -0.767  0.86
7 Br -1.500 3.600 -2.779  0.97
8 C -1.920 3.215 0.012  -0.23
9 C -2.400 1.796 -0.168  -0.15
10 C -3.684 1.632 -1.007  -0.27
11 O -4.626 2.654 -0.769  -0.05
12 H 1.159 1.464 1.462  0.10
13 H 2.189 0.575 -0.314  0.13
14 H 0.717 -0.270 -0.676  0.11
15 H -0.222 1.355 -1.864  0.07
16 H 1.443 1.786 -2.132  0.12
17 H 0.661 3.183 0.255  0.11
18 H 1.177 3.813 -1.278  0.11
19 H -0.309 5.507 0.502  -0.07
20 H -2.737 3.922 0.021  0.10
21 H -1.418 3.304 0.969  0.13
22 H -2.633 1.451 0.834  0.13
23 H -1.637 1.124 -0.537  0.09
24 H -4.134 0.687 -0.728  0.13
25 H -3.427 1.544 -2.059  0.09
26 H -4.547 3.318 -1.470  0.09
27 C 0.703 -2.701 1.241  -0.07
28 C 0.633 -4.154 1.659  -0.19
29 O 1.514 -4.959 0.856  0.03
30 C 2.794 -4.958 1.219  -0.40
31 O 3.278 -4.348 2.126  0.17
32 C 3.595 -5.890 0.293  -0.53
33 F 3.244 -5.704 -0.991  0.16
34 F 3.349 -7.169 0.623  0.17
35 F 4.901 -5.653 0.419  0.17
36 H 0.492 -2.603 0.175  0.08
37 H -0.022 -2.109 1.800  0.08
38 H 1.696 -2.291 1.426  0.08
39 H -0.361 -4.561 1.490  0.13
40 H 0.877 -4.278 2.712  0.13

- E_HOMO: -13.0 eV
- 2S+1: 1
- Total charge: +1
- Gap between HOMO and LUMO: 7.8765 eV
- Electronic energy: -109395.7312 eV